Computed, not measured: a structure of composition C20H38CdN13O7 in a non-equilibrium geometry, with wB97M-V/def2-TZVPD.

Structure (XYZ):
```
79
Properties=species:S:1:pos:R:3:forces:R:3:mulliken_charge:R:1
Cd -2.234 0.477 2.603 0.378 0.131 -1.179 1.5188
N 0.036 0.615 0.163 0.090 0.526 0.447 -0.0628
O -0.986 0.188 0.792 -0.737 -0.133 -0.476 0.4405
O 0.119 0.388 -1.038 0.088 0.028 0.501 -0.2251
O 0.895 1.237 0.801 -0.193 -0.258 -0.502 -0.8098
C 0.557 4.865 1.595 -0.011 1.751 0.176 0.4860
O 0.532 6.008 2.044 0.080 -0.708 -0.146 -0.6867
N 0.038 4.559 0.376 -0.042 -0.710 0.124 -0.2189
N 1.133 3.834 2.268 0.052 -0.676 0.392 -0.1589
H -0.027 3.596 0.108 0.058 0.086 -0.432 0.0980
H -0.220 5.292 -0.256 -0.128 0.051 0.058 0.1658
H 1.450 4.012 3.203 -0.029 0.168 -0.029 0.1827
H 1.109 2.885 1.938 0.000 0.093 -0.054 0.1530
C -2.177 -2.787 2.918 0.362 -0.841 -0.601 0.4578
O -1.992 -1.564 2.707 -0.693 -0.826 0.428 -0.5229
N -1.293 -3.663 2.402 -0.454 0.445 0.582 -0.2689
N -3.228 -3.295 3.591 0.288 1.084 -0.144 -0.4115
H -0.434 -3.279 2.019 -0.020 -0.174 -0.036 0.1798
H -1.341 -4.602 2.753 0.368 -0.196 -0.243 0.2229
H -3.362 -4.279 3.716 -0.135 -0.097 0.022 0.1869
H -3.915 -2.633 3.907 -0.163 -0.303 0.135 0.2157
C 0.462 0.308 4.305 0.178 -0.838 0.007 0.6380
O -0.573 0.722 3.723 1.011 1.128 0.987 -0.5424
N 0.774 0.730 5.547 -0.295 -0.018 -0.319 -0.4343
N 1.264 -0.612 3.744 -0.746 0.430 0.508 -0.0940
H 1.507 0.290 6.071 0.254 0.212 0.001 0.1642
H 0.326 1.548 5.919 -0.154 -0.126 0.074 0.2529
H 1.193 -0.830 2.760 -0.056 -0.240 0.060 -0.0492
H 1.975 -1.021 4.321 0.504 -0.005 -0.409 0.1995
C 1.930 0.589 -4.221 0.403 1.022 -1.141 0.4566
O 2.331 0.849 -5.352 -0.099 -0.619 0.743 -0.6760
N 0.606 0.384 -3.957 0.323 -0.251 0.391 -0.1219
N 2.764 0.544 -3.127 -0.253 -0.285 -0.228 -0.2582
H 0.310 0.399 -2.998 -0.424 -0.126 -0.288 0.1029
H -0.009 0.367 -4.747 -0.201 0.082 0.113 0.2042
H 2.356 0.697 -2.221 0.200 0.035 0.147 0.1252
H 3.694 0.872 -3.316 -0.007 0.116 0.172 0.2380
C 2.672 -3.257 -2.541 0.724 -0.827 0.477 -0.9463
C 1.290 -3.871 -2.298 0.751 -0.337 -0.565 -0.7884
C 0.288 -2.936 -1.651 -0.440 -0.162 -0.022 0.1377
C 0.653 -2.584 -0.277 0.190 0.243 -0.420 0.5391
N 0.963 -2.295 0.791 -0.087 0.003 0.268 -0.7945
H 3.415 -4.062 -2.535 -0.125 -0.063 -0.157 0.3647
H 3.023 -2.628 -1.720 -0.283 0.357 -0.159 0.1166
H 2.798 -2.779 -3.509 -0.305 0.399 0.149 0.2803
H 1.380 -4.793 -1.719 0.013 0.156 0.228 0.3953
H 0.931 -4.213 -3.271 -0.396 0.189 0.091 0.4211
H -0.694 -3.410 -1.592 0.000 -0.009 -0.058 0.2620
H 0.145 -2.028 -2.240 0.118 0.092 0.144 -0.0385
N -2.650 -0.589 -2.030 -0.180 0.132 -0.598 0.7139
C -2.919 -1.822 -1.540 -0.054 -0.802 0.467 -0.3670
C -3.986 -2.369 -2.227 0.525 0.490 0.559 -1.0853
C -4.387 -1.390 -3.159 0.202 0.278 -0.436 -0.6311
C -3.518 -0.317 -3.051 -0.611 -0.312 0.186 -0.6084
H -1.886 0.006 -1.755 -0.023 -0.052 0.133 -0.0883
H -2.336 -2.243 -0.737 0.005 0.084 0.049 0.6323
H -4.411 -3.340 -2.038 -0.093 0.008 -0.070 0.4607
H -5.215 -1.493 -3.841 0.065 0.162 -0.102 0.4272
H -3.494 0.633 -3.557 -0.020 -0.007 -0.031 0.3979
N -3.102 3.487 -3.410 -0.247 -0.489 -0.536 0.0502
C -2.106 2.868 -2.714 -0.326 0.155 0.841 -1.0615
C -2.608 2.635 -1.440 0.320 -0.363 -0.721 0.6674
C -3.969 3.018 -1.445 -0.207 0.379 0.573 -0.9881
C -4.253 3.538 -2.673 0.313 0.206 -0.355 -0.5825
H -3.066 3.722 -4.387 0.130 0.013 0.014 0.2269
H -1.179 2.596 -3.188 0.182 0.210 0.090 0.5646
H -2.092 2.151 -0.626 0.090 0.034 -0.026 0.2801
H -4.644 3.015 -0.604 -0.041 -0.138 -0.055 0.3679
H -5.142 3.948 -3.119 -0.079 0.043 0.218 0.4212
N 3.520 0.535 1.886 0.015 0.444 0.613 0.2952
C 4.319 -0.548 1.714 0.230 -0.421 -0.112 -0.3409
C 5.349 -0.469 2.621 0.254 -0.250 0.086 -0.6140
C 5.160 0.698 3.388 -0.976 0.650 0.046 -0.6522
C 4.002 1.298 2.926 0.113 -0.232 -0.311 -0.3786
H 2.695 0.760 1.353 0.101 -0.082 -0.074 0.1790
H 4.068 -1.305 0.989 0.142 0.058 -0.069 0.3471
H 6.182 -1.141 2.753 -0.139 -0.170 -0.196 0.4418
H 5.752 1.085 4.199 0.171 -0.099 -0.027 0.4456
H 3.481 2.197 3.210 0.183 0.074 0.026 0.3819
```
Forces are in eV/Å.

## Properties
HOMO-LUMO gap = 4.219 eV
E_LUMO = -6.06 eV
Net charge = +1
Largest force on an atom = 1.81 eV/Å
Energy above the lowest of the compared OMol25 structures with the same formula, charge and spin = 0.0 kcal per mole

=====

Computed, not measured: a structure of composition C20H38CeIO2P2 in a non-equilibrium geometry, with wB97M-V/def2-TZVPD.

Structure (XYZ):
```
64
Properties=species:S:1:pos:R:3:forces:R:3:mulliken_charge:R:1
C 4.514 -2.805 -3.727 -0.246 0.109 0.112 -0.9363
I 3.101 -1.877 -2.223 1.691 -0.941 -1.037 0.3042
H 4.138 -2.534 -4.718 0.075 -0.067 0.436 0.3811
H 4.483 -3.881 -3.524 -0.079 0.466 -0.013 0.3318
H 5.486 -2.357 -3.494 -0.486 -0.123 -0.019 0.3660
Ce 0.518 -0.254 -0.919 -2.812 2.064 0.746 0.4567
P -0.106 -2.862 -1.864 -1.009 -1.636 -0.081 0.7014
C 0.382 -4.290 -0.833 0.214 0.020 0.323 -1.1917
C -1.940 -3.037 -1.849 0.142 0.327 -0.070 -1.1170
H -2.221 -3.867 -2.510 -0.018 0.198 0.296 0.5221
H -0.406 -4.298 -3.738 0.196 0.088 -0.061 0.4423
H -2.399 -2.113 -2.219 -0.122 -0.233 0.032 0.3708
H 0.000 -2.642 -4.267 0.007 -0.236 0.034 0.3720
H 0.205 -4.064 0.229 -0.023 -0.150 -0.300 0.3384
H -2.284 -3.217 -0.827 -0.035 0.027 -0.161 0.1810
C 0.244 -3.438 -3.551 0.244 0.255 -0.386 -1.1621
H -0.227 -5.159 -1.120 0.212 0.237 0.070 0.4429
H 1.296 -3.714 -3.690 -0.379 0.010 0.075 0.3229
H 1.447 -4.523 -0.961 -0.280 0.036 0.002 0.3451
P 2.886 1.191 -1.196 1.116 1.396 0.431 0.7527
C 4.144 1.319 0.117 -0.043 -0.104 0.409 -1.2453
C 3.819 1.628 -2.692 -0.155 -0.284 -0.473 -1.2094
H 0.965 2.691 -1.535 0.135 0.191 0.094 0.4136
H 2.516 3.554 -1.347 -0.368 -0.078 0.138 0.5472
H 1.670 2.903 0.096 0.045 -0.093 -0.436 0.2031
C 1.908 2.722 -0.965 -0.004 0.208 0.154 -1.4004
H 3.131 1.710 -3.543 0.194 0.033 0.120 0.3624
H 4.286 2.603 -2.519 -0.016 -0.172 -0.033 0.4433
H 4.567 2.338 0.112 -0.130 -0.417 -0.008 0.4276
H 4.947 0.585 -0.034 -0.220 0.199 -0.014 0.3979
H 4.585 0.885 -2.941 -0.159 0.160 0.138 0.3787
H 3.678 1.127 1.097 0.225 0.139 -0.301 0.3569
C 1.938 -1.559 0.530 3.128 -3.379 5.003 0.3714
O 2.544 -2.196 1.297 -2.577 2.762 -3.422 -0.1781
C -2.451 -1.998 1.878 0.187 -0.129 0.176 -1.1708
C -3.179 -0.954 1.040 -0.439 0.322 -0.434 2.0085
C -4.661 -1.329 0.882 0.168 -0.088 -0.212 -1.9907
C -2.971 0.436 1.600 0.500 0.088 -0.118 0.1951
C -3.977 1.024 2.354 0.412 0.261 0.234 -0.6254
C -3.759 2.214 3.041 0.062 0.066 -0.241 -1.5296
C -2.522 2.838 2.941 -0.248 -0.356 0.176 -0.3864
C -1.494 2.309 2.171 0.128 -0.258 -0.623 0.5138
C -0.188 3.100 2.117 -0.459 -0.272 0.117 1.1405
C -0.364 4.317 1.210 0.070 -0.016 -0.206 -1.2964
C 0.274 3.536 3.511 0.176 -0.121 0.039 -1.7428
C -1.728 1.118 1.418 -1.684 1.051 1.914 -0.2315
O -0.834 0.667 0.538 2.176 -1.343 -2.282 0.0957
H -2.864 -2.033 2.899 0.129 0.029 -0.318 0.3655
H -1.381 -1.768 1.967 -0.090 -0.031 0.029 0.2137
H -2.563 -2.997 1.440 0.008 0.067 0.103 0.3891
H -2.755 -0.950 0.021 0.057 -0.089 0.043 -0.4310
H -5.160 -1.530 1.838 0.192 0.046 -0.123 0.4069
H -5.216 -0.541 0.364 0.056 -0.100 0.060 0.4780
H -4.734 -2.241 0.280 -0.072 0.037 0.100 0.4141
H -4.944 0.546 2.415 0.023 -0.055 0.121 0.3736
H -4.549 2.647 3.651 0.121 -0.029 -0.132 0.3884
H -2.344 3.759 3.489 -0.064 -0.121 -0.054 0.3161
H 0.581 2.431 1.711 -0.007 0.025 -0.023 -0.2380
H -1.116 4.999 1.629 0.189 -0.166 -0.113 0.4076
H 0.579 4.867 1.112 -0.114 0.043 -0.005 0.4004
H -0.706 4.015 0.212 0.026 0.125 0.116 0.2760
H 0.305 2.689 4.202 -0.013 0.076 -0.048 0.3776
H 1.280 3.958 3.447 -0.031 0.038 0.037 0.4697
H -0.373 4.304 3.948 0.081 -0.115 -0.128 0.3190
```
Forces are in eV/Å.

## Properties
HOMO-LUMO gap (alpha / beta) = 4.285 / 4.898 eV
E_LUMO (alpha / beta) = -8.22 / -7.81 eV
Net charge = +2
Largest force on an atom = 6.80 eV/Å
Multiplicity = 2

=====

Q: Which of these has the lowest largest force on an atom?
A: C20H38CdN13O7